[1]
{
  "formula": "C36H53F3N10O3P2",
  "method": "ωB97M-V with the def2-TZVPD basis set",
  "species": ["P", "P", "F", "F", "F", "O", "O", "O", "N", "N", "N", "N", "N", "N", "N", "N", "N", "N", "C", "C", "C", "C", "C", "C", "C", "C", "C", "C", "C", "C", "C", "C", "C", "C", "C", "C", "C", "C", "C", "C", "C", "C", "C", "C", "C", "C", "C", "C", "C", "C", "C", "C", "C", "C", "H", "H", "H", "H", "H", "H", "H", "H", "H", "H", "H", "H", "H", "H", "H", "H", "H", "H", "H", "H", "H", "H", "H", "H", "H", "H", "H", "H", "H", "H", "H", "H", "H", "H", "H", "H", "H", "H", "H", "H", "H", "H", "H", "H", "H", "H", "H", "H", "H", "H", "H", "H", "H"],
  "positions_angstrom": [[0.87662, 0.45825, -3.61932], [6.00512, -1.52515, 0.43292], [-3.75327, 0.02644, -0.18102], [-2.01796, -1.35383, 0.42867], [-3.41264, -0.61581, 2.04337], [-0.50051, 0.86068, 0.95105], [2.60037, -3.26454, -6.58031], [0.97101, 0.04061, -5.27152], [5.62895, -2.53063, -2.61541], [7.91894, -5.63686, -1.86968], [0.86953, 4.58707, 7.55351], [-10.43469, -0.34725, 1.27422], [-6.21220, 3.40818, 1.00969], [0.63163, 0.71859, 2.24695], [3.23368, -1.68562, -4.44177], [-7.14839, 3.45694, -3.48770], [-3.94615, 5.43616, 8.27850], [-12.66390, 2.34482, 1.80650], [1.44480, 1.45520, -0.56415], [2.22658, -2.13604, -7.39766], [7.57829, -0.50624, 0.20276], [-6.54931, 2.65830, -2.89020], [7.07189, -6.40881, -1.66953], [4.66213, -1.04060, -0.81323], [6.45193, -4.02495, -4.51069], [-0.06270, 3.89149, 7.57718], [-8.34449, 1.80636, 1.16643], [0.91404, 2.37944, -3.64263], [-2.78633, -0.24242, 0.81496], [7.48276, 0.60547, -0.96974], [5.98409, -7.39899, -1.41322], [2.48571, 0.42882, -1.19667], [-0.05666, 0.86909, -0.45946], [-11.35766, 4.37937, 2.90912], [0.55895, 0.72770, 3.42491], [5.37573, -2.98414, -3.91349], [-3.73248, 5.87316, 5.66612], [-1.25853, 2.99792, 7.60613], [-1.92920, 1.09712, 1.02221], [-9.07177, -2.18020, 2.63291], [-7.14991, 2.69921, 1.07329], [-5.78098, 1.63313, -2.12305], [6.32164, -3.38455, 0.45011], [4.02675, -3.26170, -6.29387], [-9.83731, -1.14995, 1.86909], [0.46565, 0.74562, 4.91792], [4.20312, -2.60977, -4.83053], [4.58680, -1.62993, -2.26355], [7.85644, -3.72514, 0.85703], [3.41947, -1.17851, -3.12851], [-12.09209, 3.23557, 2.28958], [2.36134, -0.14345, -2.62574], [-3.85302, 5.62786, 7.13467], [3.64499, -0.02116, -0.29252], [5.99759, -3.94621, -0.48004], [0.59467, 2.78654, -4.66201], [8.44347, 1.23335, -0.91190], [7.71453, 0.09677, 1.17311], [5.87820, -7.56401, -0.34031], [4.32195, -4.36420, -6.24714], [1.76697, 1.65142, 0.51971], [-0.04439, -0.19778, -0.86204], [6.27651, -5.06188, -4.06916], [-0.94212, 1.95402, 7.61916], [0.07289, 2.68704, -2.92257], [-9.54432, -3.15599, 2.51522], [-0.39978, 0.16524, 5.24457], [-1.85270, 3.20080, 8.49801], [7.46603, -3.62106, -4.15090], [1.37948, 0.80601, -5.73792], [-10.28199, 4.21352, 2.83584], [6.49709, -4.00854, -5.64239], [-9.00939, 1.98475, 0.32047], [5.03999, -7.02384, -1.81082], [-8.04769, -2.23315, 2.26069], [-5.78063, 1.89437, -1.06442], [-1.87369, 3.17192, 6.72242], [7.88959, -4.70931, 1.43863], [-3.29952, 6.85831, 5.48917], [-8.02984, 0.76358, 1.15706], [0.35816, 1.77298, 5.27010], [-8.88552, 2.00612, 2.09185], [4.62078, -2.67189, -7.06625], [-4.75297, 1.59051, -2.48490], [8.29835, -2.89372, 1.49498], [6.22337, -8.34649, -1.89756], [8.53282, -1.14104, 0.12384], [-11.61078, 5.30594, 2.39264], [8.51078, -3.82424, -0.06340], [-6.24287, 0.65282, -2.24847], [6.60228, 1.27133, -0.71287], [1.48114, 2.48892, -1.06270], [-2.14291, 1.50437, 2.07487], [-3.09026, 5.11581, 5.21476], [-9.05292, -1.91894, 3.69167], [-11.63303, 4.47096, 3.96048], [1.36798, 0.31335, 5.35195], [1.91037, 2.78838, -3.28839], [7.38182, 0.04053, -1.94680], [-0.70917, 1.53740, -1.11360], [3.73823, 0.37609, 0.77612], [-4.71764, 5.82805, 5.20039], [2.98134, -1.28192, -7.36087], [-2.29913, 1.89904, 0.29139], [1.24842, -1.70364, -6.97773], [2.04528, -2.40560, -8.49118], [5.69642, -3.81915, 1.31262]],
  "lowdin_charge": [0.916, 0.947, 0.053, 0.090, 0.043, -0.305, -0.217, -0.372, 0.125, 0.151, 0.118, 0.141, 0.114, 0.114, 0.133, 0.111, 0.121, 0.120, -0.151, -0.134, -0.441, -0.263, -0.253, -0.287, -0.060, -0.268, -0.090, -0.277, -0.372, -0.170, -0.057, -0.170, -0.160, -0.069, -0.126, -0.184, -0.063, -0.079, -0.062, -0.059, -0.257, -0.079, -0.439, -0.156, -0.249, -0.063, -0.109, -0.174, -0.189, -0.155, -0.270, -0.218, -0.266, -0.032, 0.033, 0.050, 0.074, 0.066, 0.079, 0.128, 0.093, 0.117, 0.066, 0.069, 0.029, 0.080, 0.073, 0.072, 0.086, 0.049, 0.063, 0.067, 0.083, 0.079, 0.077, 0.029, 0.063, 0.070, 0.082, 0.054, 0.058, 0.066, 0.132, 0.076, 0.052, 0.078, 0.069, 0.079, 0.049, 0.081, 0.061, 0.102, 0.144, 0.069, 0.079, 0.077, 0.078, 0.047, 0.064, 0.105, 0.099, 0.080, 0.090, 0.141, 0.084, 0.092, 0.065],
  "fmax_ha_per_bohr": 0.20432
}

[2]
{
  "formula": "C36H53FIN2O15",
  "method": "ωB97M-V with the def2-TZVPD basis set",
  "species": ["I", "F", "O", "O", "O", "O", "O", "O", "O", "O", "O", "O", "O", "O", "O", "O", "O", "N", "N", "C", "C", "C", "C", "C", "C", "C", "C", "C", "C", "C", "C", "C", "C", "C", "C", "C", "C", "C", "C", "C", "C", "C", "C", "C", "C", "C", "C", "C", "C", "C", "C", "C", "C", "C", "C", "H", "H", "H", "H", "H", "H", "H", "H", "H", "H", "H", "H", "H", "H", "H", "H", "H", "H", "H", "H", "H", "H", "H", "H", "H", "H", "H", "H", "H", "H", "H", "H", "H", "H", "H", "H", "H", "H", "H", "H", "H", "H", "H", "H", "H", "H", "H", "H", "H", "H", "H", "H", "H"],
  "positions_angstrom": [[-4.57250, 2.78700, -0.60655], [1.74310, 4.53184, 0.51300], [-0.87529, -3.50895, -4.19206], [-5.31812, -2.92660, 1.94614], [-2.38143, 4.35511, 0.48056], [2.84275, -5.58501, 0.16437], [-3.15298, -2.47640, 1.64962], [-1.88910, -2.32613, -5.79933], [0.64467, -1.10188, 1.32246], [2.53055, 8.75109, -0.59591], [7.56278, 3.13347, -0.79740], [-7.93208, -4.55283, 3.66451], [4.06624, -4.75294, -1.50324], [-9.19009, -2.79288, 4.19175], [1.88814, -0.36690, -0.36642], [4.72246, 8.47391, -0.88800], [6.29411, 2.49077, 0.92560], [0.34445, 1.45605, -1.64413], [-0.82379, 3.27464, -1.76195], [5.81108, 1.25368, 1.47815], [6.98166, 0.77379, -0.52640], [-4.83597, -0.81973, 1.04599], [-8.77724, -3.87859, 4.47741], [3.63976, 8.76093, -0.13986], [1.24449, 2.48411, -1.61539], [5.91214, 8.45902, -0.07091], [4.06306, 9.04804, 1.28797], [2.70273, 2.30352, -1.48189], [1.36578, -1.29196, 0.21834], [-0.89880, 1.93498, -1.72120], [-7.65300, -5.86138, 4.19818], [1.30564, 5.56965, -0.28716], [-0.79704, -1.07416, -4.14222], [-2.00084, -0.94539, -6.17928], [-1.16502, -2.45422, -4.66543], [0.27713, -3.33976, 0.68481], [0.51238, 3.64844, -1.70136], [-6.27204, -0.80653, 1.57155], [3.58324, -5.70512, -0.96782], [-2.79052, 3.94580, -0.52449], [3.67476, -7.16420, -1.36445], [-9.07349, -4.70943, 5.70988], [5.56397, 9.30640, 1.14746], [1.42848, -2.75754, -0.13584], [5.80462, 0.27374, 0.31170], [7.01530, 2.25742, -0.19949], [-6.58601, -2.29597, 1.65109], [0.98350, 5.04939, -1.69851], [2.46177, -6.88655, 0.65545], [-2.01176, 4.13140, -1.82027], [-7.95284, -5.75148, 5.68916], [-4.30193, -2.13835, 1.57165], [2.54458, -7.80654, -0.55766], [0.21919, -2.38133, 1.86411], [-1.77020, -0.16045, -4.89111], [-1.69503, 5.16475, -1.82493], [-9.06934, -4.08476, 6.59772], [-2.70820, -0.08403, -4.33706], [3.85120, 8.16316, 1.89067], [4.65692, -7.53464, -1.06798], [-7.29289, -2.54380, 2.43464], [0.22758, 5.70038, -2.12803], [-6.29476, -0.37275, 2.57148], [6.13295, 7.42261, 0.19037], [6.48561, 0.94430, 2.27884], [7.93024, 0.33223, -0.21908], [0.45359, 6.05630, 0.17592], [0.60751, 0.48052, -1.56363], [0.24267, -0.87137, -4.40380], [-7.07930, -5.36076, 6.21193], [-2.59179, 3.89913, -2.70154], [-4.23084, 0.00460, 1.41450], [3.51011, 9.89449, 1.68377], [5.73606, 10.35997, 0.92656], [-8.21750, -6.70451, 6.14078], [1.46087, -6.81963, 1.07515], [-0.65619, -3.28416, 0.12515], [3.05490, 1.41870, -2.00013], [2.71900, -8.84589, -0.29056], [6.73566, 8.85762, -0.65613], [0.91403, -2.65082, 2.66110], [-0.77713, -2.26841, 2.27659], [-6.61698, -6.10778, 3.98218], [1.31572, -2.90080, -1.20745], [-10.06022, -5.15788, 5.58779], [3.55798, -7.27183, -2.43829], [6.84637, 0.62729, -1.59362], [-6.95198, -2.69631, 0.70399], [-2.98491, -0.78541, -6.61069], [2.39721, -3.14486, 0.17614], [4.87951, 0.38450, -0.25653], [4.82374, 1.42858, 1.89915], [2.97242, 2.18531, -0.43813], [-1.78333, 1.33083, -1.74838], [-8.30232, -6.57987, 3.69481], [1.61393, -7.75450, -1.12340], [5.88182, -0.76525, 0.62382], [1.86007, 5.16171, -2.32495], [-0.92022, -1.04114, -3.06171], [0.42626, -4.37318, 0.98419], [-4.79499, -0.84634, -0.04513], [-1.39715, 0.84760, -5.06808], [3.23304, 3.15894, -1.88317], [2.09713, 6.30550, -0.37633], [-1.24368, -0.73225, -6.93583], [6.14845, 9.04624, 2.02652], [3.15950, -7.17138, 1.44477], [-6.97570, -0.25598, 0.95086]],
  "lowdin_charge": [0.920, -0.029, 0.135, 0.044, 0.078, -0.010, 0.104, 0.036, 0.053, 0.097, 0.124, 0.004, 0.124, 0.119, 0.061, 0.027, 0.016, 0.179, 0.020, -0.153, -0.068, -0.109, -0.488, -0.500, -0.184, -0.141, -0.071, 0.004, -0.465, -0.023, -0.143, -0.155, -0.086, -0.145, -0.490, -0.128, -0.123, -0.142, -0.484, -0.859, -0.067, -0.068, -0.146, -0.061, -0.149, -0.491, -0.129, -0.068, -0.146, -0.102, -0.147, -0.490, -0.144, -0.119, -0.162, 0.128, 0.126, 0.115, 0.131, 0.134, 0.097, 0.116, 0.124, 0.128, 0.127, 0.133, 0.124, 0.134, 0.133, 0.118, 0.117, 0.099, 0.126, 0.120, 0.116, 0.119, 0.117, 0.088, 0.118, 0.126, 0.132, 0.105, 0.126, 0.131, 0.133, 0.128, 0.124, 0.134, 0.128, 0.121, 0.095, 0.121, 0.088, 0.137, 0.128, 0.120, 0.118, 0.128, 0.104, 0.108, 0.118, 0.111, 0.096, 0.100, 0.131, 0.117, 0.128, 0.115],
  "fmax_ha_per_bohr": 0.04221,
  "charge": 1
}

The following LUMO energy values (in eV) correspond, in order, to the records above: -0.652 -2.575.